The following is a DFT calculation (ωB97M-V/def2-TZVPD) of C43H64GaN2O2SeSi2 as an isolated structure.

```
115
Properties=species:S:1:pos:R:3:forces:R:3
Se -0.7137 -1.2318 2.0530 -0.12 -0.07 -0.01
Ga 0.9997 -0.9237 -0.6327 -0.29 -0.03 -0.33
Si 1.3943 -3.2569 -0.2765 0.02 -0.03 0.11
Si 1.9323 -0.9778 -2.8458 0.08 0.12 0.01
O -0.7502 -0.1461 -0.9058 0.19 -0.09 0.26
O 1.5832 0.3147 0.6835 0.10 0.04 0.15
N 4.1368 -0.6032 0.8854 -0.01 -0.03 0.11
N 4.1435 -1.1978 -0.3169 0.03 0.12 -0.16
C -4.3335 -0.5171 -0.7646 -0.01 -0.03 0.09
C 2.0040 3.2399 0.4258 -0.01 0.11 0.04
C -2.1205 4.8196 3.2954 -0.01 0.02 0.00
C 5.8172 -2.2457 -1.7833 0.04 -0.01 -0.04
C -0.9587 1.4492 3.0373 -0.09 0.00 0.08
C 3.2287 3.7176 1.2175 0.02 -0.03 0.02
C -5.9353 -1.7665 0.7450 -0.02 0.01 0.02
C 2.4950 2.4292 -0.7820 -0.03 -0.01 0.04
C 2.6166 -2.7657 -2.8804 -0.05 0.03 -0.06
C -3.4271 -1.4639 1.2017 -0.05 -0.04 0.02
C 2.4565 -3.7981 1.1983 -0.10 -0.06 -0.03
C 3.3541 -3.1770 -3.9953 -0.02 0.02 -0.05
C -1.3873 3.7399 4.1024 0.01 0.01 0.01
C 3.6567 -5.3697 -3.0828 0.03 -0.03 -0.04
C -2.4168 3.0056 4.9612 -0.01 -0.01 0.00
C -0.3743 4.4106 5.0403 0.00 0.00 0.00
C -0.6587 2.7966 3.1481 0.09 0.07 -0.07
C -2.1682 -1.0397 0.8040 0.10 0.14 0.03
C 0.6009 -0.9825 -4.2152 0.14 -0.01 -0.06
C 5.5856 0.0705 2.7873 0.04 0.00 0.01
C 1.2847 4.4663 -0.1707 0.03 -0.01 0.01
C -3.0799 0.9068 -2.3979 -0.05 0.01 -0.06
C 5.4076 -1.5239 -0.5427 -0.02 -0.17 0.12
C 5.3549 -0.5476 1.4495 0.02 0.02 -0.04
C -6.4320 -2.7055 -0.3626 0.00 0.00 0.00
C 2.9111 -4.9866 -1.9797 0.00 -0.05 0.05
C -3.1018 -0.0304 -1.1781 0.03 0.02 0.02
C 2.3803 -3.6991 -1.8507 -0.01 0.00 0.07
C -0.1272 -4.3912 -0.2377 0.07 0.00 -0.07
C 3.8772 -4.4556 -4.1041 0.01 0.00 -0.02
C -1.7472 1.6212 -2.6531 0.03 0.06 -0.01
C 1.0353 2.5207 1.3847 -0.09 -0.07 -0.04
C -4.1160 2.0271 -2.1759 0.00 -0.06 -0.01
C -1.9474 -0.4092 -0.4419 -0.06 -0.10 0.09
C 3.3137 0.1971 -3.4065 -0.07 -0.07 -0.07
C -3.4595 0.1214 -3.6620 0.03 0.03 0.01
C 6.2166 -1.1421 0.5489 -0.04 0.08 0.06
C 0.7943 1.1255 1.3852 0.25 0.07 -0.18
C -6.9029 -0.5807 0.8699 0.00 0.00 -0.01
C -4.5372 -1.2642 0.3951 0.02 0.03 -0.06
C -5.9558 -2.5341 2.0667 0.01 -0.02 0.01
C 0.3349 3.2940 2.3021 -0.13 -0.09 0.02
C -0.2501 0.6274 2.1748 0.04 -0.02 -0.05
H 1.6644 1.9871 -1.3351 -0.02 0.00 0.01
H 0.6554 -0.0849 -4.8367 -0.03 0.04 0.03
H 3.2426 -0.2211 1.1982 0.00 0.05 -0.02
H -4.4457 -0.3369 -3.5661 -0.01 -0.01 0.01
H 3.0187 3.1175 -1.4525 0.01 -0.02 -0.01
H -6.9784 -0.0265 -0.0664 0.01 0.01 -0.01
H -2.7355 -0.6705 -3.8575 0.02 -0.02 0.01
H 2.9435 4.3981 2.0226 -0.01 0.00 0.01
H -1.4258 5.4075 2.6942 0.01 0.00 -0.01
H -2.6516 5.5034 3.9632 -0.01 0.01 0.01
H -5.2971 -3.4037 2.0360 0.01 -0.01 -0.01
H -6.9696 -2.8864 2.2704 -0.01 0.00 0.00
H -1.7466 1.0018 3.6276 -0.01 -0.01 0.00
H 1.9605 4.9924 -0.8489 0.01 0.01 0.00
H 0.5594 4.3525 2.3480 -0.01 0.01 0.02
H 6.6465 0.0452 3.0312 0.00 -0.01 0.00
H 5.0448 -0.4626 3.5707 -0.01 0.00 0.01
H -3.4760 0.7863 -4.5303 0.00 0.01 -0.01
H 6.9041 -2.3156 -1.8373 0.01 -0.01 0.01
H -7.4373 -3.0714 -0.1356 -0.02 0.00 0.00
H -5.6465 -1.9039 2.9022 0.00 0.02 0.01
H 2.0109 -3.4699 2.1403 -0.03 0.03 0.00
H -0.8836 5.0826 5.7361 -0.01 0.01 0.01
H -5.1335 1.6481 -2.0815 -0.02 -0.01 0.00
H 4.0889 0.2729 -2.6430 0.00 -0.02 0.02
H -3.5195 -1.9494 2.1640 0.02 0.01 0.01
H 3.7493 2.8676 1.6640 0.01 -0.02 -0.01
H 4.0592 -6.3740 -3.1501 0.00 -0.01 0.00
H 0.4086 4.1509 -0.7403 -0.01 -0.01 0.00
H -3.8805 2.5852 -1.2679 0.01 0.01 0.01
H -7.9047 -0.9282 1.1370 -0.01 -0.01 0.00
H 0.9557 5.1775 0.5860 0.01 0.02 0.00
H -0.8498 -4.1290 -1.0127 -0.01 0.02 -0.02
H -2.8448 4.3651 2.6175 -0.01 -0.01 0.00
H 0.1732 -5.4313 -0.3978 -0.01 -0.03 0.02
H -1.8953 2.3228 -3.4798 0.00 0.03 -0.01
H 7.2801 -1.2731 0.6604 0.02 -0.01 0.00
H -5.7662 -3.5640 -0.4649 0.01 -0.01 0.01
H 2.5239 -4.8902 1.2300 0.03 -0.02 0.01
H 3.5356 -2.4732 -4.8036 0.00 0.01 0.00
H -4.0971 2.7205 -3.0203 0.01 0.00 -0.01
H -5.1967 -0.2872 -1.3779 -0.03 0.02 -0.02
H -3.1978 2.5496 4.3507 0.00 0.00 -0.02
H 3.1800 1.6273 -0.5189 -0.02 0.00 0.03
H 5.2614 1.1123 2.8067 -0.02 0.01 0.00
H -0.9440 0.9400 -2.9111 -0.02 0.00 -0.04
H -0.3997 -1.0279 -3.7854 -0.04 -0.05 0.02
H 5.4016 -3.2550 -1.8067 -0.01 0.01 0.00
H 0.1680 3.6608 5.6189 0.00 -0.01 0.01
H -1.4256 2.1856 -1.7759 -0.01 -0.01 0.01
H -0.6362 -4.3312 0.7272 0.00 0.04 0.02
H 3.7778 -0.1116 -4.3483 0.00 -0.01 -0.01
H 0.3585 4.9959 4.4837 0.01 0.00 -0.01
H 0.7267 -1.8506 -4.8670 0.01 0.01 -0.04
H 5.4583 -1.7320 -2.6747 0.00 0.00 0.02
H 3.9311 4.2365 0.5602 0.01 0.02 -0.02
H -6.4665 -2.1955 -1.3262 0.00 0.00 -0.01
H -2.8950 3.7117 5.6437 0.00 0.01 0.00
H -6.5604 0.1127 1.6399 0.00 0.00 0.02
H -1.9523 2.2201 5.5599 0.01 0.00 0.01
H 3.4658 -3.3921 1.1343 0.03 0.04 -0.03
H 2.7404 -5.7139 -1.1905 0.00 -0.01 0.01
H 4.4547 -4.7379 -4.9772 0.00 0.00 0.00
H 2.8949 1.1959 -3.5547 0.00 0.01 -0.01
```
Forces are in eV/Å.

Results
Charge: -1
E_LUMO in eV: 2.363
Total energy in Ha: -6842.3218
HOMO-LUMO gap in eV: 6.39
Maximum force in eV Å⁻¹: 0.44
HOMO level in eV: -4.02